A cluster of 10 separate species, C24H48BBr18NO3S in total, computed with ωB97M-V/def2-TZVPD.

```
96
Properties=species:S:1:pos:R:3:mulliken_charge:R:1
Br 1.6098 -0.7483 5.9950 -0.137
Br 2.9075 -5.9043 -2.9751 -0.146
H -5.8618 5.0601 -1.4429 0.269
C -0.3353 -1.6554 9.6506 -0.571
H 0.6479 -2.1061 9.5365 0.337
Br 3.9823 -5.4901 0.4996 -0.135
Br -0.0744 0.2442 9.3331 -0.123
C -5.1445 2.7738 1.4135 -0.455
H -0.0673 5.4022 3.2331 0.262
C 0.6666 0.9412 5.7943 -0.417
C -4.1269 -2.9422 -2.9121 -0.542
H 3.3246 -0.9305 -1.3468 0.146
H -0.1239 3.4292 -1.3733 0.308
C 8.2946 -0.9643 -2.1653 -0.606
C 2.1906 -5.5133 -0.2230 -0.353
H -1.0996 -1.9341 7.6469 0.152
C -0.6663 1.4881 -1.5482 -0.129
H -3.3319 6.4758 -2.4420 0.426
B 1.9433 1.3604 -2.1820 0.282
H -0.5525 -4.1333 -5.1282 0.193
C -5.3541 5.8086 -2.0416 -0.549
C 0.6386 5.9354 2.6044 -0.507
H 0.6320 -4.3374 -6.4314 0.424
H -3.4241 1.5078 1.2641 -0.168
H -1.5331 1.6333 -2.1961 0.359
H 0.7565 1.4352 6.7582 0.288
C 3.7423 -0.0557 -0.8662 -0.813
C 2.7344 1.1301 -0.8345 -0.044
S 1.2287 -1.7428 -3.0261 -0.006
H -0.8313 -0.6221 -3.0544 -0.436
Br -2.0431 -4.6978 -2.0364 -0.128
Br -6.3765 3.4622 2.7596 -0.181
H 4.6364 0.2522 -1.3850 -0.052
H 0.2745 2.5311 -0.0732 -0.201
O 2.6138 2.0012 -3.2234 -0.591
C 2.0043 5.3039 2.6156 -0.644
C -1.0572 0.2907 -0.6896 0.135
Br -0.4259 -2.1128 -6.5808 -0.130
H 1.2050 1.5079 5.0415 0.160
H -4.3548 -3.7625 -3.5852 0.308
N -0.4417 2.6811 -0.7731 0.053
Br -0.1234 5.9674 0.8179 -0.114
H 8.0572 -2.6869 -3.4188 0.374
Br -3.0398 4.1987 -1.4930 0.031
H -0.6665 -1.7566 10.6781 0.397
H -2.9777 -2.5909 -1.1059 0.138
C 0.4325 0.9367 -2.4711 -0.009
C 0.0637 -0.5402 -2.4498 0.714
H 6.5735 -1.7346 -3.2450 0.346
H 2.5004 5.4863 3.5659 0.367
Br -3.1914 -4.5688 -6.3564 -0.134
C 2.0626 -6.5226 -1.3283 -0.555
H 3.3311 2.0290 -0.6806 0.269
H -1.2587 -0.0228 6.0451 0.154
H -1.3263 1.6805 5.5541 0.318
Br -1.0143 0.2310 3.5861 -0.107
Br -5.6105 5.3048 -3.9028 -0.144
Br 1.8955 3.3656 2.4490 -0.108
Br -3.0200 -1.6974 -3.9121 -0.063
O -1.8366 0.2741 0.2373 -0.670
C -3.4452 -3.4037 -1.6527 -0.451
H 0.2514 1.2310 -3.5031 0.092
C -0.3802 -4.0233 -6.1944 -0.441
H -5.7323 2.0854 0.8105 0.428
C -3.9708 2.0606 2.0228 0.044
C -0.7827 0.7436 5.4432 -0.303
C 7.4656 -2.0827 -2.7351 -0.601
C -1.3765 -4.7877 -7.0237 -0.587
H 1.5388 -5.7727 0.6067 0.339
H 2.6318 5.6550 1.8040 0.368
H -4.1479 -3.9225 -1.0054 0.388
H -1.2601 -3.3431 8.7118 0.368
C -1.2969 -2.2577 8.6632 -0.422
H 1.9723 -4.5102 -0.5481 0.161
Br 7.2287 0.3825 -1.2386 -0.097
H 0.5878 -1.9800 -4.1827 -0.224
H -1.1768 -5.8548 -6.9650 0.368
H -3.7792 6.4225 -0.7255 0.351
H 4.0281 -0.3303 0.1408 0.432
H 1.0165 -6.6804 -1.5771 0.279
H 0.6928 6.9747 2.9196 0.365
Br -3.1409 -1.7790 9.0591 -0.118
H -1.3825 -4.4753 -8.0621 0.377
H 8.8014 -0.4126 -2.9536 0.356
H 2.4074 2.9381 -3.1940 0.305
O -0.3765 -0.7956 -1.1042 -0.276
H -4.8407 3.6194 0.8079 0.068
H -5.8558 6.7665 -1.9276 0.410
H -5.0385 -2.3987 -2.6752 0.360
H 2.0874 1.0431 0.0336 0.093
H 2.5271 -7.4717 -1.0835 0.399
Br -2.6804 3.3049 2.7679 -0.104
H 9.0198 -1.3365 -1.4503 0.364
Br 6.8992 -3.2881 -1.3040 -0.107
C -3.8958 5.9339 -1.6907 -0.673
H -4.2554 1.3890 2.8260 0.449
```

Summary:
E_tot ... -47979.110173 a.u.
Net charge ... 0
Orbital gap ... 9.3 eV
HOMO level ... -0.3355 Ha
SMILES ... CCB(O)[C@@H]1[C@H](N)C(=O)O[C@@H]1S.BrCCBr.BrCCBr.BrCCBr.BrCCBr.BrCCBr.BrCCBr.BrCCBr.BrCCBr.BrCCBr
Lowest unoccupied orbital energy ... 0.2 eV
Strongest force on any atom ... 1.19 eV Å⁻¹